(1)
An isolated molecule of C16H24N2O. Source: the OMol25 dataset; level of theory: ωB97M-V/def2-TZVPD.

```
! wB97M-V def2-TZVPD RIJCOSX def2/J DEFGRID3
* xyz 0 1
C 4.7767 2.3126 -0.0031
C 3.9694 1.1122 -0.0285
C 4.2338 -0.2547 0.4759
C 3.4448 -1.3298 0.4104
C 4.0032 -2.5554 0.6482
C 2.1744 -1.2868 -0.0806
C 1.6808 0.0985 -0.2956
N 0.2957 0.4304 -0.5194
C -0.7326 -0.6088 -0.8375
O -0.6101 -1.8235 -0.4848
N -1.9269 -0.2364 -0.9326
C -2.3147 1.2811 -0.9641
C -2.3164 2.0843 0.4394
C -3.3873 1.5159 1.2132
C -3.1942 0.1071 1.8947
C -4.0972 -1.1213 1.0811
C -4.2609 -0.6457 -0.4589
C -3.1106 -1.0547 -1.1412
C 2.6265 1.3321 -0.3394
H 4.2384 3.1588 -0.0130
H 5.2472 2.3069 -0.7126
H 5.2510 2.3223 0.8331
H 5.3547 -0.2082 0.4103
H 3.4673 -3.4282 0.3545
H 4.0397 -2.4684 1.8481
H 4.9615 -2.6094 0.2556
H 1.5209 -2.1489 -0.0105
H 0.0385 1.3449 -0.7613
H -3.1600 1.5351 -1.5655
H -1.5799 1.8762 -1.4493
H -1.2656 2.1391 0.8317
H -2.4355 3.1081 -0.0276
H -4.4565 1.7470 1.0372
H -3.2938 2.2701 2.2471
H -2.1104 -0.0729 1.2556
H -3.1689 -0.0046 2.7935
H -3.7810 -2.0736 1.2871
H -5.1214 -0.8792 1.5551
H -4.7739 0.1361 -0.7875
H -4.9840 -1.5276 -0.7259
H -2.5837 -2.0473 -0.9780
H -3.2825 -0.8535 -2.3692
H 1.9447 2.3378 -0.4811
*
```

Values from the calculation:
HOMO energy: -0.2766 Eh
maximum force: 16.8 eV/A
SMILES string: Cc1cc(C)cc(NC(=O)N2CCCCCCC2)c1
LUMO: 0.0204 hartree
HOMO-LUMO gap: 8.1 eV
energy above the lowest of the compared OMol25 structures with the same formula, charge and spin: 12.253 eV

Atomic partial charges in e from the Löwdin method, atoms 1 to 6: C -0.0182; C -0.2321; C -0.0202; C -0.4401; C -0.0690; C 0.0383

***

(2)
A structure of composition C16H24N2O. Source: the OMol25 dataset; level of theory: ωB97M-V/def2-TZVPD.

```
! wB97M-V def2-TZVPD RIJCOSX def2/J DEFGRID3
* xyz 0 1
C -2.0649 -2.6924 1.2160
C -2.5169 -2.9358 -0.0456
C -2.2661 -2.0350 -1.3178
O -1.5285 -1.0409 -1.1626
C -2.0309 -0.0719 -0.6481
C -3.3789 0.1179 0.1186
C -3.8099 1.2466 0.8606
C -2.8827 2.4748 0.6483
C -1.6540 2.3830 0.1138
C -1.1449 1.1542 -0.4367
C 0.1369 1.3405 -1.0100
N 1.1104 1.4856 -0.1209
C 1.2227 0.2892 0.9887
C 1.5027 -0.9186 0.8128
H 1.0139 -1.6455 1.4191
H 0.9185 -1.2901 -0.0385
C 3.0031 -1.5341 0.7670
N 3.7874 -0.3647 0.3001
C 5.2947 -0.6590 0.0392
H 5.7992 0.1213 -0.0473
H 5.2735 -1.5689 -0.7378
H 5.3994 -1.0567 1.2244
C 3.3225 0.4742 -0.9151
C 2.4707 1.6652 -0.3878
H 2.4337 2.4504 -1.6657
H 3.2032 2.1536 0.1964
H 4.1901 0.4998 -1.5768
H 2.7495 -0.1377 -1.6302
H 3.2414 -1.6386 1.8374
H 3.1118 -2.3319 0.1803
H 0.2207 0.6589 1.5094
H 1.9093 0.8027 1.6948
H 0.3160 1.9844 -1.7485
H 0.2961 0.0585 -1.5805
H -0.9432 3.1193 0.2677
H -3.1289 3.5658 1.3011
H -4.6813 1.4370 0.9551
H -4.0069 -0.6103 0.3049
H -1.9239 -2.7171 -2.0028
H -3.5021 -1.7018 -1.6429
H -3.2735 -3.8298 -0.0268
H -2.4628 -3.2355 2.2281
H -1.5316 -1.9153 1.3111
*
```

Values from the calculation:
HOMO energy: -0.2919 Eh
maximum force: 18.4 eV/A
LUMO: 0.0215 hartree
HOMO-LUMO gap: 8.5 eV
energy above the lowest of the compared OMol25 structures with the same formula, charge and spin: 18.591 eV

Atomic partial charges in e from the Löwdin method, atoms 1 to 6: C 0.0043; C -0.1084; C -0.2700; O -0.0050; C -0.2124; C 0.0259

***

(3)
A structure of composition C16H24N2O. Source: the OMol25 dataset; level of theory: ωB97M-V/def2-TZVPD.

```
! wB97M-V def2-TZVPD RIJCOSX def2/J DEFGRID3
* xyz 0 1
N 3.4648 0.6725 -3.9859
C 2.8297 1.1116 -3.0363
C 2.0836 1.4738 -1.7962
H 1.2691 1.9999 -2.1848
H 2.8559 2.2688 -1.5320
C 1.9718 0.2078 -1.0812
O 1.0738 -0.5399 -1.6969
C 0.0313 -1.4658 -0.9871
C -0.5604 -0.8438 0.1637
C -0.9597 -0.1591 1.1719
C -1.6301 0.3068 2.3706
N -1.6429 1.8021 1.9953
C -2.1668 2.8406 2.9933
C -1.8083 4.0518 2.8769
H -1.9898 4.8228 3.5422
H -2.2224 4.4005 1.9741
C -0.1774 4.0536 2.3907
H 0.1047 4.6507 1.6612
H 0.1937 4.0779 3.3492
C -0.1558 2.4116 1.9563
H -0.0345 2.4502 0.7217
H 0.6490 1.7422 2.4824
H -3.3000 2.4318 3.1710
H -1.7215 2.2710 4.2326
H -2.8561 0.1089 2.3635
H -1.0133 0.2529 3.2764
C 1.1414 -2.4899 -0.5018
C 0.0769 -3.7993 0.2980
C -0.7158 -4.3223 -0.7336
C -1.6974 -3.0966 -1.1339
C -1.0658 -2.0679 -1.8226
H -0.5227 -2.3616 -2.8528
H -1.6281 -1.2016 -2.0908
H -2.4381 -3.4300 -1.9717
H -2.2345 -2.7057 -0.3630
H -1.5371 -5.1586 -0.1155
H -0.4887 -4.6370 -1.7027
H 1.0587 -4.6172 0.7148
H -0.2903 -3.3777 1.1350
H 1.7900 -2.4290 0.3327
H 1.7060 -2.9404 -1.1760
H 2.9325 -0.6254 -0.8021
H 1.5962 0.5032 -0.1185
*
```

Values from the calculation:
HOMO energy: -0.3249 Eh
maximum force: 19.0 eV/A
LUMO: 0.0220 hartree
HOMO-LUMO gap: 9.4 eV
energy above the lowest of the compared OMol25 structures with the same formula, charge and spin: 16.887 eV

Atomic partial charges in e from the Löwdin method, atoms 1 to 6: N 0.1156; C -0.2159; C -0.1487; H 0.1055; H 0.1508; C -0.3522